Entry 1:
Here is 2 unconnected molecules or ions with the total composition C3H6O3P from OMol25. Energies are from the ωB97M-V functional and the def2-TZVPD basis.

The geometry in XYZ format:
```
13
Properties=species:S:1:pos:R:3:forces:R:3
C 2.87202 -0.28679 -0.06598 -1.2 2.7 1.6
C -2.10406 -0.10282 -0.41945 3.2 -3.1 -1.4
C -1.00750 -0.29250 0.60809 1.9 0.7 -0.6
O 1.73755 -0.73593 -0.33593 -1.4 0.3 0.0
O 3.95631 -0.77630 -0.22701 1.9 -0.7 -0.3
O -0.04989 1.88096 -0.67975 -0.3 1.0 -1.1
P 0.22104 1.15942 0.56726 0.4 -1.9 0.7
H 2.77333 0.80876 0.49541 0.7 -1.7 -1.0
H -1.91279 -0.92756 -1.21489 -1.0 1.5 1.1
H -2.99957 -0.16641 0.07159 -2.6 -0.2 0.6
H -1.88928 0.83152 -0.82545 -0.4 1.6 -1.3
H -0.23436 -1.06956 0.42501 -0.9 0.0 0.2
H -1.36280 -0.32279 1.60113 -0.4 -0.3 1.3
```
Positions in Å, forces in eV/Å.

The value obtained for the LUMO energy is 3.9 eV. As for the electronic energy: -18640.568 eV. The relative energy (zero: lowest compared OMol25 entry of this formula, charge and spin) comes out at 51.7 kcal/mol. Its net charge is -1.

Here are the Löwdin charges for atoms 1 to 8, given in e:
1. C -0.730
2. C -0.170
3. C -0.442
4. O -0.185
5. O -0.061
6. O -0.517
7. P 0.840
8. H 0.073



Entry 2:
Here is 2 unconnected molecules or ions with the total composition C2H7NS from OMol25. Energies are from the ωB97M-V functional and the def2-TZVPD basis.

The geometry in XYZ format:
```
11
Properties=species:S:1:pos:R:3:forces:R:3
C -3.44745 -0.44097 -1.14731 0.5 -0.9 0.7
N -2.71860 0.26442 -0.37472 -0.7 0.8 -1.6
C -1.45952 0.66949 -1.07374 -0.5 0.3 0.7
H -3.00472 -1.13699 -1.89237 -0.2 1.0 -0.4
H -4.52970 -0.54853 -1.04007 0.2 -0.1 0.7
H -1.73604 0.83484 -2.12063 0.8 -0.8 -0.1
H -1.18735 1.67838 -0.77402 -0.1 0.1 0.6
H -0.60974 0.04611 -0.79395 0.0 -0.2 -0.6
S 5.86533 -0.27078 2.59732 -0.2 -0.3 -0.2
H 6.24307 -1.44750 3.10866 -0.1 -0.1 -0.1
H 6.58473 0.35155 3.51084 0.3 0.4 0.3
```
Positions in Å, forces in eV/Å.

The value obtained for the LUMO energy is 1.0 eV. As for the electronic energy: -14511.031 eV. The relative energy (zero: lowest compared OMol25 entry of this formula, charge and spin) comes out at 37.6 kcal/mol. As for the SMILES: C=NC.S.

Here are the Löwdin charges for atoms 1 to 8, given in e:
1. C -0.109
2. N -0.081
3. C -0.147
4. H 0.078
5. H 0.060
6. H 0.066
7. H 0.060
8. H 0.073



Entry 3:
Here is a molecular structure, C20H23N4O3RhS2 from OMol25. Energies are from the ωB97M-V functional and the def2-TZVPD basis.

The geometry in XYZ format:
```
53
Properties=species:S:1:pos:R:3:forces:R:3
Rh 0.06710 0.79673 -0.20675 -0.2 0.7 0.3
O 3.44750 -1.40291 -1.35922 -0.1 -0.2 0.0
S 2.72278 -0.17231 -1.19454 0.0 -0.2 -0.2
O 1.63692 0.12796 -2.12197 0.2 -0.1 -0.3
N 1.98600 -0.03752 0.19758 -0.1 0.2 0.7
C 2.47658 -0.09036 1.49366 -0.4 0.0 -0.3
C 3.77071 -0.29762 1.89396 0.3 -0.1 0.1
C 4.10406 -0.34594 3.27168 0.2 0.0 -0.3
C 3.16477 -0.20233 4.24488 -0.2 0.0 0.1
C 1.81141 0.00930 3.87238 0.0 0.0 0.0
C 0.76131 0.15010 4.80898 0.1 0.0 0.2
C -0.51868 0.34671 4.38077 -0.1 0.0 -0.1
C -0.76789 0.41980 2.99262 -0.1 0.1 0.2
N 0.17615 0.29742 2.09857 0.4 0.0 0.0
C 1.46786 0.08173 2.50970 -0.1 0.0 -0.3
C 3.91906 1.11187 -1.30206 0.2 0.2 0.0
C 5.25583 0.75358 -1.44076 0.0 0.2 0.0
C 6.21798 1.75424 -1.49512 0.0 0.0 0.0
C 5.83975 3.08778 -1.40956 0.0 0.0 0.0
C 4.49731 3.43276 -1.27748 0.0 0.0 0.0
C 3.52428 2.44659 -1.22587 0.2 -0.1 0.0
H 4.54100 -0.44336 1.14498 0.0 0.0 0.1
H 5.13878 -0.51139 3.55295 -0.1 0.0 -0.1
H 3.43200 -0.25396 5.29620 -0.1 0.0 -0.1
H 0.98915 0.09730 5.87231 0.0 0.0 -0.2
H -1.33722 0.45892 5.08206 0.1 0.0 -0.1
H -1.76842 0.61164 2.60923 0.1 0.0 0.1
H 5.52233 -0.29477 -1.50646 0.0 0.1 0.0
H 7.26463 1.49076 -1.60281 -0.1 0.0 0.0
H 6.59588 3.86600 -1.44946 -0.1 -0.1 0.0
H 4.20570 4.47528 -1.21191 0.0 -0.1 0.0
H 2.47937 2.70496 -1.11762 0.0 0.0 0.0
S -0.23053 2.94499 -0.29871 0.1 -0.4 0.0
C -0.77976 -2.30107 -0.39300 -0.2 -0.1 0.0
N -2.23843 -2.23376 -0.48021 -0.1 -0.1 -0.2
C -2.78442 -3.14314 -1.49630 0.0 0.1 0.2
C -2.78609 -0.97330 -0.35441 0.2 -0.1 0.0
O -2.07922 0.04185 -0.35617 -0.2 0.0 0.1
N -4.13724 -0.87200 -0.20688 -0.1 -0.1 -0.1
C -4.73192 0.45814 -0.26214 0.0 -0.1 0.1
C -4.94640 -1.88768 0.45889 0.1 0.1 -0.2
H -0.49336 -3.34916 -0.33033 0.0 0.0 0.0
H -0.41972 -1.79662 0.49897 0.0 0.0 0.1
H -0.29138 -1.86864 -1.26810 0.0 0.0 -0.1
H -2.21479 -3.05681 -2.42688 0.0 0.0 0.0
H -3.82022 -2.91066 -1.71521 -0.1 0.1 0.0
H -2.72399 -4.17553 -1.15248 0.0 0.0 0.0
H -4.15077 1.10171 -0.91173 0.1 0.0 0.0
H -4.77133 0.91611 0.73138 0.0 0.0 0.0
H -5.74846 0.37341 -0.64601 0.0 0.0 0.0
H -4.35487 -2.76707 0.68167 0.1 -0.1 0.0
H -5.79814 -2.17703 -0.15910 0.0 0.0 0.0
H -5.33316 -1.49054 1.40091 0.0 0.0 0.0
```
Positions in Å, forces in eV/Å.

The value obtained for the LUMO energy (spin up / spin down) is 0.1 / -0.7 eV. As for the electronic energy: -57893.789 eV. The relative energy (zero: lowest compared OMol25 entry of this formula, charge and spin) comes out at 3.5 kcal/mol. Its expectation value of S² is 6.0184. Its spin multiplicity is 5.

Here are the Löwdin charges for atoms 1 to 8, given in e:
1. Rh 0.649
2. O -0.301
3. S 0.563
4. O -0.375
5. N -0.250
6. C -0.245
7. C -0.006
8. C -0.071



Number 1: strongest force on any atom 4.66 eV/A. Number 2: strongest force on any atom 1.93 eV/A. Number 3: strongest force on any atom 0.82 eV/A.